C39H35N2O20 | ωB97M-V/def2-TZVPD

```
96
Properties=species:S:1:pos:R:3
C 3.286 1.402 -0.852
C 1.955 1.966 -1.346
C 2.010 3.468 -1.553
C 0.646 4.061 -1.908
N -0.320 3.881 -0.793
C -1.400 3.084 -0.959
C -1.455 1.950 -1.778
C -2.580 1.187 -1.843
C -3.692 1.504 -1.060
C -3.624 2.598 -0.252
N -2.504 3.356 -0.224
H 4.020 1.415 -1.650
H 3.620 1.984 -0.002
H 3.149 0.375 -0.547
H 1.192 1.709 -0.618
H 1.719 1.517 -2.310
H 2.306 3.942 -0.622
H 2.706 3.716 -2.346
H 0.258 3.682 -2.846
H 0.784 5.129 -2.035
H -0.578 4.767 -0.383
H -0.593 1.692 -2.364
H -2.650 0.330 -2.492
H -4.591 0.917 -1.072
H -4.460 2.865 0.367
H -2.485 4.149 0.400
C 4.786 0.504 5.009
C 4.728 -0.112 3.819
C 3.622 0.168 2.839
O 3.648 -0.384 1.755
C 2.577 1.100 3.220
C 2.636 1.712 4.406
C 3.759 1.465 5.376
O 3.738 2.083 6.422
O 1.721 2.587 4.809
O 5.629 -0.995 3.415
H 5.578 0.318 5.720
H 1.781 1.284 2.511
H 2.016 2.908 5.685
H 5.355 -1.294 2.527
C 0.659 -5.227 -0.869
C 1.843 -5.271 -0.244
C 2.323 -4.150 0.637
O 3.402 -4.275 1.181
C 1.472 -2.978 0.786
C 0.294 -2.936 0.159
C -0.194 -4.064 -0.703
O -1.286 -3.932 -1.227
O -0.548 -1.904 0.237
O 2.676 -6.301 -0.345
H 0.301 -6.031 -1.496
H 1.832 -2.169 1.408
H -1.323 -2.171 -0.294
H 3.451 -6.083 0.209
C -0.222 7.098 3.617
C 0.028 5.796 3.418
C 0.648 5.292 2.140
O 0.821 4.090 2.024
C 0.967 6.251 1.100
C 0.724 7.557 1.301
C 0.118 8.064 2.586
O -0.060 9.260 2.683
O 0.989 8.487 0.405
O -0.257 4.860 4.314
H -0.667 7.470 4.529
H 1.407 5.879 0.185
H 0.729 9.341 0.805
H 0.069 4.016 3.940
C -6.323 0.934 -5.137
C -7.128 1.980 -5.386
C -6.597 3.386 -5.485
O -7.388 4.275 -5.721
C -5.170 3.602 -5.288
C -4.374 2.555 -5.045
C -4.904 1.151 -4.958
O -4.100 0.263 -4.722
O -3.058 2.662 -4.861
O -8.432 1.860 -5.559
H -6.693 -0.079 -5.063
H -4.798 4.615 -5.355
H -2.736 1.746 -4.760
H -8.776 2.758 -5.731
C 0.363 -11.765 1.155
C -0.463 -10.816 0.695
C -0.015 -9.392 0.515
O -0.823 -8.594 0.074
C 1.347 -9.046 0.873
C 2.174 -9.993 1.335
C 1.734 -11.423 1.495
O 2.554 -12.220 1.906
O 3.431 -9.752 1.682
O -1.726 -11.051 0.363
H 0.052 -12.792 1.286
H 1.651 -8.017 0.750
H 3.800 -10.608 1.974
H -2.091 -10.198 0.059
```

Results
Kohn-Sham gap   6.805 eV
Total charge   +1
Strongest force on any atom   1.50 eV/A
Energy   -3121.230705 Ha